{"formula": "C34H28Cl3N6O2Pd", "method": "the ωB97M-V functional and the def2-TZVPD basis", "s2": 6.08, "e_tot_ev": -89788.1338, "spin_multiplicity": 5, "total_charge": 1, "e_homo_ha": [-0.36488, -0.38581], "e_above_lowest_kcal_mol": 11.1, "symbols": ["Pd", "C", "C", "C", "C", "C", "N", "C", "C", "C", "C", "C", "C", "C", "N", "C", "C", "C", "N", "C", "C", "N", "C", "C", "C", "N", "H", "H", "H", "H", "H", "H", "H", "H", "H", "H", "H", "H", "H", "H", "H", "H", "H", "H", "Cl", "Cl", "C", "C", "C", "C", "C", "Cl", "C", "N", "C", "C", "C", "C", "C", "C", "C", "C", "O", "O", "H", "H", "H", "H", "H", "H", "H", "H", "H", "H"], "xyz": [[0.754, -0.239, -0.546], [-3.945, -4.697, 1.026], [-3.255, -3.365, 1.058], [-2.824, -2.797, 2.258], [-2.118, -1.622, 2.257], [-1.782, -0.945, 1.057], [-0.867, 0.051, 1.057], [-0.718, 0.813, 2.217], [-1.838, 1.419, 2.786], [-1.736, 2.226, 3.906], [-0.503, 2.460, 4.500], [-0.368, 3.343, 5.710], [0.617, 1.864, 3.930], [0.526, 1.052, 2.812], [1.720, 0.423, 2.359], [2.695, -0.089, 3.138], [3.745, -0.434, 2.326], [3.314, -0.102, 1.039], [2.098, 0.431, 1.061], [-2.333, -1.478, -0.151], [-3.012, -2.674, -0.128], [-2.311, -0.758, -1.378], [-3.219, -0.864, -2.384], [-2.935, 0.111, -3.299], [-1.832, 0.788, -2.751], [-1.463, 0.267, -1.596], [-4.264, -5.003, 2.021], [-3.267, -5.462, 0.641], [-4.819, -4.677, 0.374], [-3.006, -3.314, 3.192], [-1.709, -1.240, 3.182], [-2.799, 1.252, 2.316], [-2.627, 2.684, 4.316], [-1.343, 3.648, 6.085], [0.198, 4.246, 5.474], [0.159, 2.830, 6.516], [1.596, 2.044, 4.359], [2.558, -0.175, 4.203], [4.674, -0.891, 2.617], [3.805, -0.251, 0.092], [-3.359, -3.103, -1.058], [-4.010, -1.593, -2.359], [-3.462, 0.320, -4.214], [-1.311, 1.649, -3.138], [0.929, -2.479, 0.415], [1.714, 2.028, -2.262], [1.042, 2.502, -3.779], [0.384, 3.713, -3.895], [-0.269, 4.020, -5.080], [-0.286, 3.124, -6.137], [0.386, 1.920, -6.015], [0.394, 0.790, -7.320], [1.075, 1.610, -4.849], [1.779, 0.377, -4.735], [3.100, 0.270, -4.662], [3.945, 1.394, -4.937], [5.291, 1.249, -4.841], [5.846, 0.003, -4.463], [5.037, -1.091, -4.178], [3.666, -1.004, -4.266], [2.754, -2.092, -3.809], [1.890, -1.503, -2.676], [0.658, -1.511, -2.799], [2.541, -0.937, -1.749], [0.362, 4.388, -3.050], [-0.789, 4.964, -5.173], [-0.805, 3.352, -7.058], [1.215, -0.471, -4.719], [3.502, 2.330, -5.248], [5.943, 2.082, -5.064], [6.920, -0.097, -4.387], [5.483, -2.024, -3.860], [3.340, -2.929, -3.434], [2.099, -2.457, -4.603]], "forces_ev_per_a": [[0.05, -0.47, 0.94], [0.03, 0.03, 0.00], [-0.06, -0.06, -0.01], [0.00, -0.01, -0.02], [0.06, 0.02, 0.01], [-0.13, 0.06, -0.10], [0.15, -0.16, -0.02], [-0.12, -0.09, -0.33], [-0.09, 0.08, 0.10], [-0.05, -0.04, -0.08], [0.04, 0.03, 0.08], [0.00, -0.02, -0.03], [0.03, 0.04, 0.04], [0.25, 0.00, 0.04], [-0.25, 0.09, -0.06], [0.00, 0.02, 0.07], [-0.02, 0.01, -0.02], [0.10, 0.07, 0.00], [0.16, -0.11, -0.12], [0.04, 0.13, -0.16], [-0.03, -0.09, 0.03], [0.03, 0.03, 0.31], [0.01, -0.06, 0.00], [0.03, 0.03, 0.04], [0.02, 0.08, -0.10], [-0.02, -0.07, -0.21], [0.01, 0.01, 0.00], [0.00, 0.01, 0.01], [0.01, 0.01, 0.00], [0.00, 0.01, 0.00], [0.00, -0.02, 0.00], [0.01, 0.01, 0.01], [0.00, -0.01, 0.00], [0.00, 0.00, -0.01], [0.00, 0.00, -0.01], [0.00, -0.01, -0.01], [-0.01, 0.00, 0.00], [0.01, 0.01, -0.02], [-0.02, 0.01, -0.01], [-0.03, -0.04, 0.01], [0.00, -0.01, 0.02], [0.01, 0.02, 0.00], [0.00, 0.00, 0.02], [0.00, -0.05, -0.01], [-0.08, 0.09, -0.02], [0.21, 0.29, 0.00], [-0.14, -0.06, 0.06], [-0.02, 0.00, -0.02], [-0.02, 0.01, 0.00], [0.00, 0.03, 0.02], [0.03, -0.01, -0.11], [0.01, 0.02, 0.03], [0.14, -0.12, 0.01], [-0.29, 0.13, -0.39], [0.35, -0.07, 0.09], [-0.21, -0.17, 0.06], [0.16, -0.17, 0.05], [0.01, 0.13, -0.05], [0.01, -0.01, -0.05], [-0.03, 0.27, -0.06], [0.01, -0.03, -0.01], [0.22, 0.03, 0.07], [-0.02, 0.06, -0.12], [-0.45, 0.08, -0.25], [0.00, 0.00, -0.01], [0.01, -0.01, 0.00], [-0.01, 0.00, 0.01], [-0.09, 0.02, 0.31], [-0.03, -0.01, 0.01], [0.02, -0.02, 0.00], [-0.01, 0.01, 0.00], [0.01, 0.01, 0.01], [-0.02, -0.02, 0.02], [0.03, -0.01, -0.02]]}

***

{"formula": "C14H25NO6S", "method": "the ωB97M-V functional and the def2-TZVPD basis", "e_tot_ev": -39535.7951, "smiles": "CCOC(=O)CSC[C@@H](NC(=O)OC(C)(C)C)C(=O)OCC", "total_charge": 0, "e_homo_ha": -0.32900, "e_above_lowest_kcal_mol": 4.0, "symbols": ["C", "C", "H", "H", "O", "C", "O", "C", "H", "H", "S", "C", "H", "H", "C", "N", "C", "O", "O", "C", "C", "H", "H", "H", "C", "H", "H", "H", "C", "H", "H", "H", "H", "C", "O", "O", "C", "C", "H", "H", "H", "H", "H", "H", "H", "H", "H"], "xyz": [[0.757, 2.702, 2.538], [2.253, 2.446, 2.644], [2.705, 3.065, 3.422], [2.746, 2.635, 1.685], [2.524, 1.101, 3.046], [2.603, 0.171, 2.099], [2.501, 0.380, 0.917], [2.805, -1.192, 2.710], [3.260, -1.112, 3.694], [3.375, -1.849, 2.057], [1.151, -1.927, 2.977], [0.708, -2.409, 1.269], [0.796, -3.491, 1.180], [1.405, -1.925, 0.587], [-0.716, -1.970, 0.934], [-0.814, -0.544, 0.732], [-0.431, -0.024, -0.467], [-0.239, -0.713, -1.441], [-0.365, 1.307, -0.397], [0.003, 2.073, -1.576], [-1.060, 1.900, -2.659], [-1.115, 0.859, -2.965], [-0.804, 2.508, -3.523], [-2.034, 2.208, -2.283], [1.382, 1.643, -2.073], [2.072, 1.581, -1.234], [1.755, 2.367, -2.793], [1.329, 0.666, -2.543], [0.038, 3.521, -1.086], [0.843, 3.656, -0.370], [0.198, 4.189, -1.927], [-0.904, 3.775, -0.607], [-0.814, 0.055, 1.542], [-1.191, -2.692, -0.341], [-0.602, -3.603, -0.854], [-2.390, -2.247, -0.700], [-2.926, -2.775, -1.917], [-3.585, -4.130, -1.703], [-4.358, -4.057, -0.942], [-2.842, -4.857, -1.387], [-4.034, -4.465, -2.634], [-3.652, -2.030, -2.249], [-2.113, -2.855, -2.645], [-1.401, -2.249, 1.743], [0.340, 2.166, 1.689], [0.580, 3.765, 2.399], [0.261, 2.379, 3.450]], "forces_ev_per_a": [[0.35, -0.26, 0.05], [-0.17, 0.43, -0.27], [-0.02, -0.09, -0.12], [-0.02, 0.01, 0.18], [0.04, -0.02, 0.36], [0.24, -0.35, -0.02], [-0.04, 0.07, -0.14], [-0.50, -0.07, -0.06], [0.05, -0.04, -0.05], [0.07, 0.14, 0.03], [0.05, 0.04, -0.11], [0.02, -0.16, 0.29], [0.03, 0.10, -0.06], [-0.02, -0.05, -0.08], [0.23, -0.04, -0.34], [-0.08, 0.11, 0.33], [-0.21, 0.05, 0.40], [0.32, 0.03, -0.36], [-0.07, 0.18, 0.07], [0.16, 0.28, -0.54], [0.09, -0.14, 0.28], [-0.01, 0.00, -0.07], [0.03, 0.10, -0.09], [-0.10, 0.07, 0.01], [-0.19, -0.12, 0.13], [0.09, 0.05, 0.05], [0.02, 0.12, -0.08], [0.05, 0.00, -0.05], [-0.06, -0.47, 0.02], [0.12, 0.04, 0.10], [0.03, 0.06, -0.10], [-0.11, 0.06, 0.04], [0.03, -0.01, -0.09], [0.04, -0.19, 0.52], [0.00, -0.12, -0.07], [-0.30, 0.10, 0.13], [-0.05, -0.30, -0.32], [0.23, 0.31, 0.10], [-0.11, -0.02, 0.03], [0.01, -0.07, -0.01], [-0.08, -0.06, -0.10], [0.12, -0.06, 0.02], [-0.13, 0.09, 0.06], [0.02, 0.01, -0.14], [-0.03, 0.01, -0.04], [-0.06, 0.13, -0.03], [-0.07, 0.03, 0.10]]}

***

{"formula": "C47H64ClIrNO2P2Si", "method": "the ωB97M-V functional and the def2-TZVPD basis", "e_tot_ev": -97179.8504, "total_charge": 1, "e_homo_ha": [-0.38098, -0.38100], "e_above_lowest_kcal_mol": 3.4, "symbols": ["Ir", "C", "Si", "C", "C", "C", "C", "C", "C", "P", "C", "C", "C", "C", "C", "C", "C", "C", "C", "C", "C", "C", "C", "C", "C", "C", "C", "C", "P", "C", "C", "C", "C", "C", "C", "C", "C", "C", "C", "C", "C", "H", "H", "H", "H", "H", "H", "H", "H", "H", "H", "H", "H", "H", "H", "H", "H", "H", "H", "H", "H", "H", "H", "H", "H", "H", "H", "H", "H", "H", "H", "H", "H", "H", "H", "H", "H", "H", "H", "H", "H", "H", "H", "H", "H", "H", "H", "H", "H", "H", "H", "H", "H", "H", "H", "H", "Cl", "C", "C", "C", "C", "O", "C", "C", "O", "C", "H", "H", "H", "H", "C", "C", "C", "N", "H", "H", "H", "H", "H"], "xyz": [[0.791, 0.094, -0.843], [2.435, -3.103, -0.501], [1.708, -1.621, 0.390], [3.070, -0.851, 1.397], [4.259, -1.466, 1.784], [5.276, -0.728, 2.368], [5.121, 0.640, 2.549], [3.937, 1.263, 2.186], [2.908, 0.519, 1.617], [1.211, 1.169, 1.298], [0.512, 0.601, 2.940], [-1.000, 0.675, 3.119], [-1.448, -0.009, 4.410], [-0.746, 0.584, 5.622], [0.759, 0.433, 5.449], [1.248, 1.134, 4.182], [1.549, 3.013, 1.101], [1.648, 3.916, 2.349], [0.322, 4.367, 2.952], [-0.606, 4.952, 1.896], [-0.739, 3.999, 0.720], [0.619, 3.693, 0.097], [0.238, -2.306, 1.366], [0.385, -3.072, 2.523], [-0.694, -3.718, 3.101], [-1.943, -3.638, 2.499], [-2.110, -2.892, 1.346], [-1.034, -2.200, 0.784], [-1.157, -1.111, -0.692], [-2.686, -0.038, -0.684], [-2.511, 1.351, -0.083], [-3.735, 2.238, -0.295], [-4.996, 1.590, 0.261], [-5.173, 0.204, -0.343], [-3.951, -0.672, -0.079], [-1.526, -2.048, -2.280], [-2.944, -2.580, -2.569], [-3.284, -3.918, -1.921], [-2.230, -4.967, -2.250], [-0.842, -4.465, -1.877], [-0.527, -3.164, -2.613], [2.563, -3.914, 0.220], [3.405, -2.881, -0.948], [1.777, -3.464, -1.285], [4.402, -2.525, 1.611], [6.196, -1.213, 2.668], [5.923, 1.223, 2.980], [3.834, 2.328, 2.346], [0.755, -0.466, 2.855], [-1.474, 0.169, 2.278], [-1.345, 1.714, 3.118], [-1.208, -1.076, 4.344], [-2.534, 0.070, 4.503], [-1.082, 0.105, 6.542], [-0.997, 1.647, 5.705], [1.009, -0.632, 5.388], [1.295, 0.836, 6.310], [2.322, 0.982, 4.089], [1.076, 2.203, 4.290], [2.549, 2.947, 0.669], [2.177, 4.816, 2.012], [2.283, 3.464, 3.110], [0.525, 5.113, 3.723], [-0.175, 3.534, 3.454], [-0.202, 5.906, 1.542], [-1.583, 5.167, 2.332], [-1.415, 4.412, -0.033], [-1.189, 3.070, 1.075], [1.085, 4.640, -0.199], [0.518, 3.088, -0.803], [1.364, -3.164, 2.980], [-0.563, -4.294, 4.008], [-2.788, -4.161, 2.926], [-3.089, -2.857, 0.897], [-2.826, 0.108, -1.765], [-1.625, 1.821, -0.505], [-2.346, 1.234, 0.985], [-3.864, 2.427, -1.367], [-3.561, 3.206, 0.178], [-5.872, 2.212, 0.068], [-4.903, 1.499, 1.348], [-5.318, 0.297, -1.426], [-6.065, -0.283, 0.056], [-4.144, -1.673, -0.458], [-3.803, -0.760, 1.003], [-1.371, -1.209, -2.973], [-2.982, -2.719, -3.656], [-3.701, -1.830, -2.346], [-4.263, -4.245, -2.277], [-3.365, -3.811, -0.838], [-2.255, -5.167, -3.326], [-2.455, -5.909, -1.747], [-0.087, -5.216, -2.116], [-0.792, -4.301, -0.796], [-0.605, -3.354, -3.690], [0.483, -2.834, -2.425], [5.609, 0.105, -6.502], [4.430, -0.162, -5.262], [3.680, -1.360, -5.274], [2.731, -1.612, -4.329], [2.439, -0.663, -3.300], [1.456, -0.928, -2.516], [3.256, 0.500, -3.262], [3.194, 1.416, -2.183], [2.511, 1.303, -1.144], [4.226, 0.747, -4.270], [3.871, -2.083, -6.055], [2.153, -2.526, -4.351], [3.841, 2.298, -2.241], [4.812, 1.655, -4.230], [0.665, 2.045, -5.748], [-0.647, 1.924, -4.970], [-0.388, 1.634, -3.563], [-0.108, 1.377, -2.481], [0.447, 2.225, -6.799], [1.251, 1.129, -5.668], [1.265, 2.872, -5.375], [-1.270, 1.117, -5.362], [-1.236, 2.842, -5.025]], "forces_ev_per_a": [[1.00, -0.08, 0.56], [0.04, 0.11, 0.05], [-0.17, -0.44, -0.14], [-0.03, 0.09, 0.17], [-0.01, 0.01, -0.03], [0.03, 0.06, 0.02], [0.05, -0.06, 0.01], [-0.02, 0.01, -0.14], [-0.03, 0.14, 0.16], [-0.04, 0.08, -0.22], [-0.01, 0.10, 0.02], [-0.11, -0.04, -0.23], [-0.01, -0.02, 0.03], [0.02, 0.02, -0.05], [0.01, -0.01, 0.01], [0.01, -0.12, -0.04], [-0.24, 0.01, 0.23], [0.21, -0.10, 0.01], [0.01, -0.01, 0.02], [0.01, 0.11, -0.01], [0.00, 0.09, -0.05], [-0.11, -0.09, 0.03], [0.01, -0.20, -0.19], [0.03, -0.06, 0.00], [-0.03, -0.04, -0.01], [0.01, -0.02, 0.01], [-0.03, 0.06, 0.07], [-0.13, 0.09, 0.03], [-0.19, 0.08, 0.08], [-0.10, -0.11, 0.10], [0.14, -0.05, -0.09], [0.03, 0.00, -0.05], [0.05, -0.04, -0.02], [-0.06, 0.00, 0.02], [0.06, 0.05, -0.01], [0.23, -0.09, 0.10], [-0.03, 0.22, 0.00], [-0.02, 0.01, -0.01], [-0.01, -0.04, -0.02], [0.02, 0.01, 0.03], [-0.16, -0.09, 0.07], [0.06, -0.02, 0.02], [0.03, 0.04, -0.01], [0.01, -0.11, 0.01], [0.00, -0.04, -0.02], [0.03, 0.00, -0.01], [0.02, 0.01, 0.02], [0.01, 0.01, 0.02], [0.02, 0.10, 0.08], [-0.03, -0.01, -0.02], [0.00, 0.02, -0.01], [-0.04, 0.00, -0.02], [-0.01, 0.00, 0.01], [0.00, -0.03, 0.00], [-0.01, 0.01, 0.03], [0.01, -0.01, 0.03], [0.00, 0.00, 0.00], [0.01, 0.04, -0.04], [-0.02, 0.04, 0.04], [-0.05, 0.04, -0.08], [0.03, -0.03, -0.01], [-0.03, 0.03, 0.06], [0.01, -0.04, 0.04], [-0.05, -0.02, -0.06], [0.00, 0.01, 0.01], [0.00, 0.00, -0.01], [0.00, -0.02, -0.01], [-0.01, -0.02, 0.04], [0.04, -0.02, -0.04], [-0.03, 0.02, -0.01], [0.05, 0.00, 0.02], [0.01, -0.01, 0.01], [-0.01, 0.00, 0.01], [-0.01, 0.03, 0.03], [-0.13, -0.10, 0.03], [-0.02, 0.00, 0.02], [0.04, 0.13, 0.11], [-0.01, 0.00, -0.02], [0.00, 0.02, -0.01], [-0.01, 0.02, -0.02], [-0.02, 0.00, 0.01], [-0.04, -0.02, -0.01], [0.00, 0.00, 0.00], [0.06, -0.03, 0.04], [-0.02, 0.01, 0.00], [0.15, -0.08, -0.03], [0.03, 0.00, 0.01], [-0.05, -0.02, -0.07], [-0.02, 0.03, 0.02], [0.01, -0.03, -0.01], [-0.01, -0.05, -0.01], [0.00, 0.01, 0.02], [0.01, 0.01, -0.02], [0.04, -0.05, -0.01], [0.04, 0.03, -0.01], [0.07, 0.06, -0.03], [0.00, 0.03, 0.00], [-0.08, 0.04, 0.10], [0.06, 0.02, -0.04], [-0.06, 0.22, 0.08], [0.02, -0.23, -0.22], [-0.40, -0.13, -0.43], [-0.11, 0.27, 0.13], [-0.14, -0.33, 0.16], [0.10, 0.40, -0.26], [-0.02, -0.19, -0.10], [0.01, -0.02, -0.02], [-0.02, -0.02, 0.01], [0.10, -0.03, 0.06], [0.04, 0.03, 0.02], [0.03, -0.01, -0.06], [-0.08, 0.03, 0.03], [0.10, -0.02, 0.07], [-0.20, 0.28, -0.18], [0.00, 0.00, 0.00], [0.00, -0.01, 0.00], [0.00, 0.00, 0.01], [0.02, 0.01, 0.01], [0.03, -0.01, -0.01]]}

***

{"formula": "C7H19NO3", "method": "the ωB97M-V functional and the def2-TZVPD basis", "e_tot_ev": -15195.5625, "smiles": "COCCNCCOC.CO", "total_charge": 0, "e_homo_ha": -0.33443, "e_above_lowest_kcal_mol": 73.2, "symbols": ["C", "O", "C", "C", "N", "C", "C", "O", "C", "H", "H", "H", "H", "H", "H", "H", "H", "H", "H", "H", "H", "H", "H", "H", "C", "O", "H", "H", "H", "H"], "xyz": [[3.153, 3.052, -2.012], [2.249, 2.161, -1.266], [1.171, 1.913, -2.111], [0.241, 0.868, -1.432], [0.798, -0.540, -1.647], [-0.248, -1.468, -1.256], [-0.639, -1.350, 0.157], [-2.016, -1.030, 0.302], [-2.640, -0.863, 1.605], [2.802, 4.064, -2.217], [3.411, 2.768, -3.032], [4.047, 3.242, -1.419], [1.595, 1.567, -3.054], [0.586, 2.798, -2.361], [-0.800, 0.993, -1.732], [0.170, 1.206, -0.399], [0.967, -0.602, -2.641], [0.031, -2.496, -1.489], [-1.143, -1.265, -1.845], [0.067, -0.830, 0.805], [-0.532, -2.371, 0.523], [-1.814, -0.354, 2.100], [-2.736, -1.794, 2.164], [-3.638, -0.425, 1.619], [-1.048, -1.632, 3.724], [-0.060, -0.911, 3.151], [-1.959, -1.054, 3.884], [-1.315, -2.397, 2.995], [-0.761, -2.113, 4.659], [0.062, -1.136, 2.226]], "forces_ev_per_a": [[0.10, 0.27, 1.03], [1.64, 2.03, -1.32], [-1.19, -1.32, 0.20], [1.49, 0.14, -0.84], [-0.85, 2.11, 1.04], [0.04, 0.30, -1.90], [-1.01, -2.07, 2.41], [-1.47, 0.61, -1.01], [2.34, -0.55, -0.46], [-1.04, 0.15, 0.55], [0.08, -1.10, 0.14], [0.01, -0.59, 0.02], [-0.32, -0.44, -0.38], [-0.02, 0.42, 0.24], [-0.14, -0.30, -0.76], [0.54, -0.63, 0.37], [0.03, -0.19, -0.12], [0.27, 0.07, 0.01], [-0.44, -0.11, -0.06], [-0.06, 1.14, -0.83], [-0.04, -0.47, 0.47], [-1.23, 0.96, 0.60], [-0.29, -0.27, -0.74], [0.45, 0.53, -0.78], [-1.34, -2.04, 0.47], [2.32, 1.87, -0.17], [0.05, 0.12, 0.43], [-0.20, -0.61, 0.70], [0.29, 0.13, 0.07], [0.00, -0.18, 0.61]]}

***

For reference, max |F| by record: 1.1, 0.6, 1.1, 3.3 eV/A.